Density functional theory data (the ωB97M-V functional and the def2-TZVPD basis) for C49H59N7OS2Sc as an isolated structure in a non-equilibrium geometry.

Calculated values
E_LUMO = -3.27 eV
HOMO = -0.3321 Ha
Relative energy (zero: lowest compared OMol25 entry of this formula, charge and spin) = 110.2 kJ/mol

```
! wB97M-V def2-TZVPD RIJCOSX def2/J DEFGRID3
* xyz 1 1
Sc 0.048 -0.122 0.711
C 1.790 3.886 5.531
C 1.325 4.339 4.143
C 1.528 3.279 3.111
C 2.543 3.195 2.194
C 3.612 4.204 1.934
C 3.165 5.191 0.851
C 2.327 1.984 1.443
N 1.186 1.359 1.885
C 0.699 2.114 2.919
C -0.449 1.806 3.639
C -1.255 0.678 3.499
C -2.384 0.361 4.346
C -2.845 1.186 5.499
C -1.915 0.981 6.697
C -2.870 -0.843 3.922
C -2.048 -1.242 2.797
C -2.220 -2.398 2.040
C -1.423 -2.822 0.979
N -0.302 -2.191 0.525
C 0.244 -2.984 -0.441
C 1.419 -2.708 -1.134
C 2.211 -1.570 -1.021
N 1.970 -0.536 -0.165
C 2.981 0.364 -0.341
C 3.136 1.528 0.408
C 3.873 -0.093 -1.389
C 3.395 -1.301 -1.808
C 3.912 -2.155 -2.916
C 3.440 -1.651 -4.282
C 5.072 0.641 -1.894
C 6.382 -0.025 -1.469
C -0.592 -4.147 -0.651
C -1.633 -4.040 0.226
C -2.765 -4.979 0.451
C -2.426 -5.958 1.577
C -0.347 -5.196 -1.684
C 0.697 -6.218 -1.225
N -1.081 -0.304 2.571
C -4.018 -1.604 4.507
C -5.386 -1.150 3.979
H 1.529 4.640 6.270
H 2.869 3.753 5.548
H 1.323 2.945 5.815
H 1.885 5.234 3.863
H 0.266 4.607 4.189
H 4.526 3.702 1.615
H 3.841 4.749 2.850
H 2.914 4.665 -0.067
H 3.954 5.905 0.631
H 2.289 5.745 1.179
H -0.728 2.503 4.415
H -3.861 0.908 5.779
H -2.859 2.242 5.221
H -1.977 -0.045 7.054
H -2.171 1.652 7.513
H -0.885 1.173 6.406
H -3.038 -3.048 2.325
H 1.751 -3.467 -1.826
H 4.002 2.133 0.186
H 3.579 -3.183 -2.779
H 5.002 -2.166 -2.901
H 2.355 -1.597 -4.326
H 3.782 -2.328 -5.060
H 3.841 -0.661 -4.485
H 5.067 1.665 -1.521
H 5.031 0.688 -2.986
H 6.420 -0.137 -0.388
H 7.229 0.579 -1.785
H 6.483 -1.007 -1.924
H -2.976 -5.540 -0.463
H -3.662 -4.414 0.714
H -1.560 -6.553 1.300
H -3.261 -6.626 1.761
H -2.200 -5.428 2.500
H -0.002 -4.725 -2.609
H -1.282 -5.715 -1.906
H 1.637 -5.733 -0.968
H 0.886 -6.936 -2.019
H 0.341 -6.762 -0.354
H -4.011 -1.460 5.589
H -3.899 -2.673 4.320
H -5.487 -0.069 4.057
H -6.174 -1.612 4.571
H -5.535 -1.437 2.939
N -0.129 3.382 0.342
C -0.026 2.232 0.161
H 0.014 4.235 0.851
C -4.560 0.037 0.428
S -3.210 -0.101 -0.805
C -3.516 1.514 -1.622
O -1.961 0.138 -0.025
H -4.446 0.973 0.962
H -4.456 -0.792 1.120
H -5.520 -0.009 -0.074
H -4.403 1.453 -2.240
H -2.645 1.712 -2.239
H -3.626 2.298 -0.879
S -0.108 -0.213 -6.667
C -0.047 -0.267 -4.897
C 0.551 0.747 -4.154
C 0.475 0.693 -2.776
N -0.169 -0.258 -2.105
C -0.706 -1.245 -2.823
C -0.643 -1.317 -4.203
C -0.530 1.534 -6.747
C 0.438 2.512 -6.890
C 0.036 3.837 -6.764
N -1.213 4.200 -6.546
C -2.138 3.260 -6.489
C -1.854 1.905 -6.576
H 1.062 1.562 -4.643
H 0.952 1.457 -2.176
H -1.225 -2.015 -2.268
H -1.069 -2.151 -4.742
H 1.470 2.256 -7.068
H 0.756 4.642 -6.814
H -3.151 3.607 -6.339
H -2.632 1.163 -6.496
*
```

Mulliken atomic charge list, values in e, 5 entries: number 1, Sc, carries 0.113; number 2, C, carries -1.164; number 3, C, carries -1.267; number 4, C, carries 1.058; number 5, C, carries 1.134